# 1
120
Properties=species:S:1:pos:R:3 method="wB97M-V/def2-TZVPD" homo_energy_ev=-7.19 charge=0 homo_lumo_gap_ev=5.832 lumo_ev=-1.355
K 0.63 -5.08 1.59
K 3.28 -3.24 -0.07
K -0.18 -6.35 -2.20
S 2.91 -6.38 -1.41
O 1.87 -5.60 -0.70
O 4.19 -5.61 -1.48
O 3.14 -7.60 -0.63
O 2.38 -6.71 -2.70
C -0.56 -1.09 -1.91
F 0.33 -0.13 -1.67
F -1.55 -0.99 -1.01
F -1.04 -0.87 -3.12
S 0.13 -2.83 -1.75
O 0.53 -3.00 -0.37
O -0.92 -3.75 -2.14
O 1.31 -2.89 -2.62
O -1.99 1.31 4.57
P -1.41 2.12 3.48
N -1.07 1.42 1.98
C -0.40 0.11 1.95
C -1.33 1.97 0.65
N 0.12 2.79 3.82
C 0.95 2.28 4.97
C 0.87 3.60 2.88
N -2.32 3.49 3.07
C -3.68 3.25 2.59
C -2.09 4.70 3.84
H 0.47 0.17 1.28
H -1.07 -0.71 1.70
H 0.10 -0.05 2.91
H -0.78 1.43 -0.10
H -1.17 3.05 0.62
H -2.41 1.90 0.44
H 0.67 1.28 5.30
H 1.99 2.31 4.66
H 0.73 3.00 5.76
H 0.27 4.41 2.47
H 1.72 4.06 3.39
H 1.25 2.97 2.06
H -4.17 2.53 3.25
H -4.35 4.11 2.56
H -3.62 2.93 1.55
H -2.90 4.97 4.52
H -1.78 5.59 3.29
H -1.34 4.56 4.63
O -6.37 -1.19 4.37
C -5.76 -0.87 3.39
O -6.38 -0.13 2.43
C -5.41 0.13 1.38
C -4.45 -1.01 1.49
C -4.38 -1.33 3.00
H -4.88 1.06 1.59
H -5.83 0.25 0.39
H -3.43 -0.85 1.15
H -4.83 -1.95 1.09
H -3.68 -0.68 3.54
H -4.10 -2.32 3.33
O 2.47 -2.85 -7.51
C 2.88 -2.34 -6.51
O 3.88 -2.87 -5.79
C 4.16 -2.10 -4.60
C 3.27 -0.85 -4.70
C 2.26 -1.16 -5.81
H 5.21 -1.81 -4.52
H 3.88 -2.66 -3.71
H 3.76 0.11 -4.85
H 2.76 -0.59 -3.76
H 2.09 -0.40 -6.57
H 1.31 -1.53 -5.42
C -3.84 -4.51 0.97
C -4.09 -4.93 -0.46
C -4.14 -3.77 -1.45
O -5.13 -2.82 -1.05
C -5.29 -1.89 -2.10
N -3.00 -5.81 -0.91
H -3.49 -5.31 1.63
H -4.74 -4.08 1.43
H -3.12 -3.69 1.02
H -5.02 -5.50 -0.47
H -4.41 -4.12 -2.45
H -3.15 -3.32 -1.36
H -6.08 -1.19 -1.81
H -5.71 -2.37 -2.99
H -4.38 -1.30 -2.29
H -2.30 -5.34 -1.46
H -2.55 -6.28 -0.13
C 3.83 0.69 -0.99
C 4.76 0.14 0.12
C 4.18 -0.06 1.50
O 3.05 -0.93 1.53
C 2.62 -1.12 2.85
N 5.32 -1.12 -0.43
H 4.25 0.69 -2.00
H 3.49 1.69 -0.70
H 2.98 0.01 -1.07
H 5.57 0.89 0.16
H 3.98 0.82 2.12
H 5.02 -0.50 2.07
H 2.25 -0.23 3.38
H 3.37 -1.54 3.53
H 1.70 -1.71 2.84
H 5.61 -0.86 -1.36
H 6.07 -1.50 0.14
C 0.83 3.71 -2.67
C 1.41 4.32 -1.39
C 2.47 5.35 -1.73
O 3.10 5.84 -0.56
C 4.42 6.28 -0.77
N 0.27 5.04 -0.71
H 1.54 3.26 -3.38
H 0.31 4.49 -3.23
H 0.12 2.91 -2.45
H 1.62 3.51 -0.68
H 1.98 6.22 -2.18
H 3.06 4.93 -2.55
H 4.44 6.94 -1.65
H 5.11 5.47 -1.03
H 4.79 6.89 0.04
H 0.87 5.72 -0.23
H -0.11 4.50 0.06

# 2
12
Properties=species:S:1:pos:R:3 method="wB97M-V/def2-TZVPD" homo_energy_ev="-21.62 / -21.16" spin_multiplicity=7 charge=+3 homo_lumo_gap_ev="6.839 / 4.489" lumo_ev="-14.782 / -16.668"
Pt -0.41 -2.45 1.70
Pt -0.39 1.76 2.13
Pt 1.68 0.39 -0.83
N 2.27 -2.76 -1.16
O 2.34 -2.80 -2.34
O 2.79 -3.72 -0.50
O 1.71 -1.88 -0.46
N -2.53 2.91 0.11
O -3.40 2.69 -0.76
O -2.30 4.03 0.43
O -1.90 1.92 0.62
F 0.13 -0.10 1.06

# 3
8
Properties=species:S:1:pos:R:3 method="wB97M-V/def2-TZVPD" homo_energy_ev="-8.23 / -8.23" charge=0 homo_lumo_gap_ev="6.845 / 6.846" lumo_ev="-1.383 / -1.383"
C -0.21 0.21 0.99
C 0.15 -0.90 0.28
O -0.25 1.40 0.58
P 0.40 1.09 -1.80
S 1.18 -0.67 -1.11
H -0.48 0.03 2.04
H 0.15 -1.90 0.68
H -0.94 0.73 -1.66

# 4
18
Properties=species:S:1:pos:R:3 method="wB97M-V/def2-TZVPD" homo_energy_ev=-8.95 charge=0 homo_lumo_gap_ev=9.823 lumo_ev=0.876
C -1.24 0.96 -0.27
C 0.24 1.31 -0.64
C 1.27 0.75 0.41
O 2.59 1.29 0.41
N -1.33 -0.28 0.48
C -1.39 -1.57 -0.10
O -0.18 -2.41 -0.22
H -1.83 0.85 -1.28
H -1.58 1.83 0.29
H 0.45 0.88 -1.67
H 0.24 2.44 -0.75
H 1.42 -0.32 0.22
H 0.85 1.11 1.35
H 2.77 1.84 1.10
H -1.83 -0.37 1.42
H -1.62 -1.35 -1.16
H -2.14 -2.25 0.34
H 0.05 -2.39 -1.19

# 5
91
Properties=species:S:1:pos:R:3 method="wB97M-V/def2-TZVPD" homo_energy_ev="-7.86 / -9.18" spin_multiplicity=2 charge=0 homo_lumo_gap_ev="7.757 / 9.074" lumo_ev="-0.105 / -0.106"
C 1.24 -2.80 0.29
C 1.42 -1.64 1.22
O 1.98 -1.72 2.29
O 0.87 -0.47 0.85
C 1.09 0.04 -0.48
C -0.20 0.17 -1.34
N 0.09 -0.36 -2.70
C -1.37 -0.66 -0.78
C -2.53 0.12 -0.14
C -3.55 0.46 -1.23
C -3.15 -0.77 0.91
N -1.99 1.36 0.50
O -1.48 1.17 1.66
C -1.30 2.36 -0.37
C -2.30 3.40 -0.91
C -0.29 3.13 0.48
C -0.59 1.64 -1.55
H 0.43 -2.67 -0.41
H 1.08 -3.71 0.87
H 2.15 -2.94 -0.29
H 1.58 1.00 -0.33
H 1.79 -0.61 -1.01
H 0.78 0.24 -3.15
H 0.53 -1.28 -2.61
H -1.02 -1.42 -0.09
H -1.81 -1.19 -1.63
H -3.12 1.04 -2.04
H -3.92 -0.48 -1.65
H -4.40 1.01 -0.81
H -2.43 -1.03 1.69
H -3.45 -1.71 0.43
H -4.05 -0.33 1.34
H -2.55 4.12 -0.13
H -3.22 2.96 -1.27
H -1.83 3.94 -1.74
H 0.56 2.51 0.79
H 0.09 3.96 -0.12
H -0.76 3.52 1.37
H -1.20 1.69 -2.46
H 0.32 2.21 -1.78
O 5.03 -1.93 2.35
H 4.68 -2.80 2.60
H 4.23 -1.39 2.25
O 4.58 -2.23 -0.90
H 4.33 -2.64 -0.07
H 5.24 -1.57 -0.64
O 2.04 -2.90 -3.34
H 2.88 -2.43 -3.40
H 1.89 -3.28 -4.22
O 0.09 2.89 -4.43
H -0.25 2.27 -5.08
H 0.90 3.23 -4.81
O 0.48 -4.05 3.51
H -0.13 -3.54 4.07
H 1.21 -3.43 3.35
O -2.43 -3.63 2.24
H -3.02 -3.82 2.98
H -1.74 -4.29 2.29
O 1.19 5.71 -4.90
H 0.89 6.63 -4.87
H 1.08 5.42 -3.99
O -0.04 -5.38 -0.86
H 0.59 -5.80 -1.45
H -0.90 -5.70 -1.15
O 5.97 -2.39 -3.47
H 5.56 -2.93 -4.14
H 5.49 -2.56 -2.65
O 0.85 8.03 -2.91
H 0.25 8.32 -2.22
H 1.45 8.76 -3.05
O 2.54 -5.03 5.60
H 3.21 -4.34 5.56
H 1.90 -4.72 4.94
O -4.36 0.20 4.16
H -5.09 0.66 3.74
H -3.58 0.41 3.62
O -7.02 1.12 4.99
H -6.51 0.57 5.60
H -7.64 1.60 5.53
O 3.51 -2.22 5.32
H 4.26 -1.61 5.26
H 2.87 -1.88 4.68
O 2.66 -1.60 8.46
H 2.78 -2.00 7.59
H 2.59 -0.65 8.29
O -2.62 -1.68 -3.66
H -1.80 -1.16 -3.64
H -2.70 -1.99 -4.57
O -0.25 8.28 -5.74
H -0.05 8.01 -6.64
H -0.57 9.18 -5.82